C64H158ClN8O7 | the ωB97M-V functional and the def2-TZVPD basis

Atoms and positions in Å:
C  1.79518  -15.20503  1.49564
C  3.31931  -14.90730  1.47176
N  4.33197  -16.07486  1.78317
C  4.03410  -17.34717  0.93576
C  5.76055  -15.60686  1.43540
C  6.87041  -16.68256  1.55027
C  4.15834  -16.34241  3.33335
C  4.11983  -17.73491  3.81741
O  5.20971  -18.56622  3.32480
C  5.01360  -19.96007  3.49194
H  1.22012  -14.32036  1.22221
H  1.42570  -15.72350  2.38038
H  1.52991  -15.77578  0.60571
H  3.57784  -14.01365  2.03980
H  3.67435  -14.67770  0.46710
H  4.70702  -18.15540  1.22219
H  4.09472  -17.02092  -0.10250
H  3.05750  -17.78049  1.15162
H  5.89537  -14.75046  2.09608
H  5.78011  -15.24351  0.40793
H  6.90867  -17.08510  2.56249
H  7.84031  -16.18613  1.51962
H  6.80571  -17.56495  0.91363
H  3.15888  -15.99044  3.58892
H  4.82731  -15.72017  3.92782
H  3.19255  -18.23074  3.53034
H  4.11900  -17.67156  4.90557
H  5.94561  -20.44722  3.77850
H  4.71633  -20.47620  2.57907
H  4.28264  -20.19213  4.26651
C  -3.29698  -17.01432  1.10804
C  -3.75560  -16.89102  2.59868
N  -2.68632  -17.51998  3.51113
C  -3.23607  -17.31866  4.90734
C  -2.43674  -19.02398  3.25702
C  -3.67204  -19.90573  3.54123
C  -1.37602  -16.72901  3.33141
C  -1.41362  -15.21953  3.43209
O  -2.18038  -14.72454  4.54569
C  -2.29472  -13.31530  4.52411
H  -2.22510  -16.98108  0.91293
H  -3.70100  -16.18320  0.53003
H  -3.64236  -17.97372  0.72287
H  -4.75016  -17.30233  2.77123
H  -3.93853  -15.82136  2.70109
H  -2.32331  -17.47999  5.48087
H  -4.03110  -18.00641  5.19553
H  -3.64550  -16.35088  5.19695
H  -1.46277  -19.25304  3.68949
H  -2.22596  -19.05370  2.18800
H  -4.65964  -19.46808  3.39558
H  -3.80354  -20.53193  4.42366
H  -3.88929  -20.63334  2.75925
H  -0.92381  -17.05205  2.39371
H  -0.54949  -17.11988  3.92484
H  -1.85946  -14.79258  2.53373
H  -0.51191  -14.60921  3.48251
H  -2.48360  -12.95604  5.53573
H  -3.07836  -13.06936  3.80751
H  -1.49665  -12.71524  4.08694
C  -1.36513  -14.64148  -6.43048
C  -2.87112  -15.21171  -6.49982
N  -3.95602  -14.40974  -5.60262
C  -4.28395  -13.09509  -6.38231
C  -5.26019  -15.35390  -5.61838
C  -6.51787  -14.65191  -5.17786
C  -3.56016  -14.11120  -4.09488
C  -3.20903  -15.34018  -3.16491
O  -2.22028  -16.11864  -3.82165
C  -1.33966  -16.68692  -2.92951
H  -0.60211  -15.20799  -6.96430
H  -0.89973  -14.66686  -5.44516
H  -1.25795  -13.73328  -7.02359
H  -2.99690  -16.24421  -6.17392
H  -3.21611  -15.36624  -7.52217
H  -3.31286  -12.81770  -6.79235
H  -4.42691  -12.28474  -5.66748
H  -5.06362  -13.13138  -7.14317
H  -4.88417  -16.27580  -5.17476
H  -5.44924  -15.63816  -6.65355
H  -7.35549  -15.32331  -5.36678
H  -6.77467  -13.64837  -5.51708
H  -6.44010  -14.66536  -4.09072
H  -4.36985  -13.61423  -3.56054
H  -2.71446  -13.43004  -4.18924
H  -4.03337  -16.00571  -2.90872
H  -2.92923  -14.86243  -2.22599
H  -0.41970  -16.93583  -3.45849
H  -1.75363  -17.59015  -2.48125
H  -0.93500  -16.05530  -2.13868
C  -9.14936  -15.85066  -1.94427
C  -8.04953  -16.74596  -1.24212
N  -8.24836  -17.07427  0.28005
C  -8.33745  -15.79941  1.10704
C  -9.50457  -17.95161  0.50876
C  -9.69063  -18.62576  1.94519
C  -6.96925  -17.80515  0.84091
C  -6.58221  -19.04826  0.12873
O  -5.86125  -18.76832  -1.07580
C  -5.32461  -19.99470  -1.65105
H  -9.39038  -15.01260  -1.29029
H  -10.02112  -16.48708  -2.09623
H  -8.73603  -15.53106  -2.90088
H  -7.08474  -16.25474  -1.36851
H  -8.03856  -17.64635  -1.85634
H  -7.57874  -15.13167  0.69886
H  -8.25654  -15.86298  2.19217
H  -9.25084  -15.23957  0.90605
H  -9.46784  -18.72666  -0.25678
H  -10.40133  -17.35807  0.33097
H  -10.44959  -19.39267  2.09989
H  -9.92930  -17.92589  2.74602
H  -8.80978  -19.12543  2.34834
H  -7.02799  -17.93662  1.92136
H  -6.20159  -17.03195  0.81002
H  -7.47052  -19.59425  -0.18890
H  -6.08370  -19.73539  0.81241
H  -4.37624  -20.32933  -1.23070
H  -5.13606  -19.74287  -2.69467
H  -6.01534  -20.83398  -1.56992
C  2.42283  -22.38596  -0.32556
C  1.29126  -23.31269  0.28784
N  0.96988  -22.97870  1.79013
C  0.50551  -21.55163  1.93514
C  -0.16211  -23.89534  2.34821
C  0.10640  -25.43526  2.28634
C  2.32437  -23.19952  2.60674
C  2.28268  -23.06551  4.18347
O  1.95346  -21.66697  4.59484
C  1.56136  -21.56560  5.92046
H  3.24788  -22.34706  0.38570
H  1.95901  -21.42173  -0.53350
H  2.88308  -22.75354  -1.24271
H  1.74170  -24.30504  0.30928
H  0.32939  -23.30011  -0.22473
H  -0.38921  -21.42905  1.32477
H  1.20589  -20.78177  1.61130
H  0.22462  -21.25043  2.94434
H  -1.03833  -23.38142  1.95294
H  -0.38670  -23.66634  3.38994
H  1.01295  -25.79235  2.77496
H  0.20974  -25.76904  1.25387
H  -0.74507  -25.88810  2.79430
H  2.96074  -22.37523  2.28474
H  2.73785  -24.15050  2.27095
H  3.25972  -23.42403  4.50744
H  1.55863  -23.75287  4.62095
H  1.13214  -20.58250  6.11386
H  2.32694  -21.60142  6.69551
H  0.82542  -22.25225  6.33878
C  -1.66483  -20.49870  -3.64146
C  -0.38238  -21.27916  -4.00804
N  0.81261  -20.48190  -4.59614
C  1.36402  -19.47414  -3.59626
C  1.93264  -21.51552  -4.92140
C  1.61183  -22.49633  -6.13731
C  0.43607  -19.57997  -5.82937
C  1.58245  -18.99361  -6.67484
O  2.15142  -17.95694  -5.97647
C  2.97820  -17.11441  -6.82547
H  -1.51711  -19.84364  -2.78287
H  -2.44092  -21.15630  -3.24985
H  -2.24213  -19.96828  -4.39874
H  -0.75489  -21.97418  -4.76056
H  0.01001  -21.97062  -3.26237
H  1.41052  -20.05471  -2.67492
H  0.61280  -18.69725  -3.45404
H  2.30696  -18.97215  -3.81302
H  2.25994  -21.99212  -3.99736
H  2.73697  -20.80063  -5.09484
H  2.44724  -23.19138  -6.22158
H  1.44898  -22.04939  -7.11803
H  0.87399  -23.26309  -5.90111
H  -0.26162  -18.84085  -5.43562
H  -0.10011  -20.31712  -6.42706
H  1.18914  -18.72093  -7.65415
H  2.20328  -19.86363  -6.88868
H  2.44523  -16.65235  -7.65647
H  3.64966  -17.88348  -7.20726
H  3.56469  -16.42024  -6.22359
C  -2.83586  -23.34145  -7.13317
C  -3.57294  -23.07617  -5.73954
N  -4.40281  -24.35544  -5.22406
C  -5.35198  -24.70325  -6.46156
C  -3.53188  -25.66591  -4.87081
C  -4.43266  -26.83193  -4.39573
C  -5.30824  -24.06214  -4.06245
C  -4.51554  -24.13795  -2.79068
O  -3.55982  -23.14293  -2.72154
C  -2.96307  -22.94145  -1.45354
H  -2.56158  -24.39488  -7.18920
H  -1.95816  -22.69691  -7.18141
H  -3.38885  -22.91700  -7.97111
H  -4.28952  -22.26326  -5.85707
H  -2.79602  -22.89263  -4.99738
H  -5.88305  -23.81213  -6.79621
H  -6.03222  -25.52892  -6.25272
H  -4.65116  -24.98828  -7.24623
H  -2.78119  -25.50235  -4.09765
H  -3.02996  -25.94313  -5.79781
H  -4.90117  -27.33180  -5.24351
H  -5.13399  -26.75365  -3.56500
H  -3.85425  -27.63130  -3.93253
H  -6.06448  -24.84623  -4.02508
H  -5.80241  -23.10871  -4.24923
H  -4.27526  -25.12559  -2.39707
H  -5.32975  -23.93526  -2.09493
H  -1.93730  -22.58679  -1.55417
H  -2.70709  -23.75269  -0.77201
H  -3.50092  -22.25188  -0.80292
C  2.25120  -15.56582  -2.33987
C  1.36450  -14.34483  -2.71299
C  2.16912  -13.32851  -3.61079
N  1.55368  -11.89607  -3.65496
C  0.23010  -11.87740  -4.39414
C  2.52604  -10.87511  -4.30050
C  2.20863  -9.49762  -3.77893
C  1.61762  -9.74087  -2.34308
C  1.33920  -11.25952  -2.22138
H  1.65678  -16.26933  -1.75691
H  3.18190  -15.56462  -1.77250
H  2.47068  -16.08020  -3.27545
H  1.23409  -13.98645  -1.69188
H  0.35164  -14.59243  -3.03062
H  2.31075  -13.60119  -4.65658
H  3.08155  -13.14071  -3.04483
H  0.58998  -12.39660  -5.28241
H  -0.11876  -10.87104  -4.62575
H  -0.46101  -12.56792  -3.91076
H  2.51682  -11.02557  -5.38002
H  3.49088  -11.06133  -3.82878
H  1.53728  -8.90921  -4.40437
H  3.12355  -8.90609  -3.74534
H  0.69476  -9.16584  -2.26713
H  2.36775  -9.49883  -1.59020
H  0.31245  -11.50290  -1.94815
H  2.00401  -11.79303  -1.54204
Cl  -0.38824  -18.91928  -0.19623

Atoms 1-3, force components in eV/Å:
C 0.904 -0.464 -1.251
C 0.690 -0.581 -1.025
N -1.104 -0.842 1.143

## Properties
Charge: +7
HOMO level (eV): -21.0
Kohn-Sham gap (eV): 9.0
Electronic energy (eV): -107620.75083
Multiplicity: 1

Results of the Mulliken charge analysis, in e, for atoms 1 through 4:
1. C -0.188
2. C -0.943
3. N 0.565
4. C -1.463